#A
Here is a gas-phase ion, C6H6N (charge +1) from the OMol25 dataset. Energies are from the ωB97M-V functional and the def2-TZVPD basis.

The geometry in ORCA input format:
```
! RIJCOSX wB97M-V def2-TZVPD def2/J DEFGRID3
* xyz 1 1
N 0.11 0.88 -0.15
C 1.35 1.15 -0.34
C 0.44 -1.14 0.50
C -2.20 -0.13 -0.22
C 2.31 0.20 -0.17
C 1.71 -1.05 0.22
C -0.83 0.08 0.06
H -2.93 -0.36 0.57
H -2.19 -1.09 -0.79
H 3.25 0.29 -0.60
H 1.69 2.21 -0.61
H -2.46 0.66 -0.85
H 2.41 -1.80 0.35
*
```

Results
- orbital gap (alpha / beta) (eV) = 8.48 / 8.48

=====

#B
Here is a molecular structure, C6H6N from the OMol25 dataset. Energies are from the ωB97M-V functional and the def2-TZVPD basis.

The geometry in ORCA input format:
```
! RIJCOSX wB97M-V def2-TZVPD def2/J DEFGRID3
* xyz 1 1
N 0.84 0.48 -0.16
C 2.71 -0.33 0.09
C -1.78 0.27 0.18
C 1.47 -0.92 -0.08
C 0.25 -1.45 0.13
C -0.49 -0.20 0.15
C 2.06 0.99 0.08
H 2.52 1.98 0.23
H -1.66 1.37 -0.12
H -0.19 -2.34 0.57
H -2.21 0.01 1.17
H 3.67 -0.85 0.27
H -2.35 -0.31 -0.53
*
```

Results
- orbital gap (eV) = 9.05

=====

Q: Which of them is the least stable? A: #B.

=====

#A
Here is 7 unconnected molecules or ions with the total composition C28H49N7 from the OMol25 dataset. Energies are from the ωB97M-V functional and the def2-TZVPD basis.

The geometry in ORCA input format:
```
! RIJCOSX wB97M-V def2-TZVPD def2/J DEFGRID3
* xyz 0 1
N 19.47 -40.49 -4.21
N 24.79 -38.19 5.31
N 9.84 -54.23 2.08
N 21.75 -32.21 10.64
N 10.14 -47.13 -1.19
N 16.84 -40.38 4.61
N 14.97 -36.35 -0.90
C 11.98 -37.67 -2.58
C 21.42 -33.46 8.33
C 12.61 -36.45 -3.46
C 11.56 -50.69 -1.66
C 10.59 -53.88 2.86
C 14.63 -36.38 -2.02
C 9.54 -49.25 -2.51
C 15.14 -41.17 2.85
C 14.67 -42.55 3.41
C 13.81 -43.28 2.38
C 9.89 -48.10 -1.77
C 24.27 -39.19 5.61
C 22.04 -35.71 9.36
C 11.58 -53.30 3.86
C 10.03 -50.55 -1.94
C 20.89 -38.53 -1.41
C 10.90 -52.27 4.77
C 25.12 -41.02 8.13
C 10.33 -51.02 4.11
C 19.68 -39.50 -1.76
C 20.97 -34.91 8.57
C 16.09 -40.73 3.81
C 24.59 -41.47 6.80
C 19.55 -40.07 -3.13
C 14.12 -36.49 -3.40
C 21.00 -37.91 0.01
C 23.66 -40.47 5.99
C 21.60 -32.75 9.58
H 20.38 -37.02 0.13
H 22.75 -40.23 6.54
H 10.01 -50.39 4.94
H 14.47 -35.65 -3.99
H 20.79 -32.96 7.60
H 14.01 -42.37 4.26
H 11.02 -37.32 -2.21
H 11.08 -50.41 3.60
H 12.22 -50.51 -2.50
H 20.77 -38.62 0.80
H 11.60 -51.91 5.53
H 10.13 -52.85 5.28
H 21.56 -36.69 9.40
H 12.62 -37.98 -1.75
H 23.43 -41.00 5.06
H 9.59 -51.20 3.32
H 25.38 -41.79 6.12
H 25.39 -39.97 7.98
H 9.92 -49.04 -3.51
H 22.40 -33.44 7.87
H 24.13 -42.45 6.90
H 14.46 -37.41 -3.88
H 13.17 -44.00 2.90
H 9.62 -50.69 -0.94
H 20.86 -37.72 -2.14
H 19.89 -40.35 -1.11
H 21.99 -37.46 0.01
H 15.66 -41.18 1.89
H 20.73 -35.49 7.68
H 21.85 -39.04 -1.48
H 12.12 -35.53 -3.13
H 9.54 -51.38 -2.44
H 25.98 -41.57 8.51
H 13.01 -42.64 2.01
H 11.84 -54.16 4.48
H 11.79 -38.49 -3.27
H 23.03 -35.84 8.91
H 8.47 -49.26 -2.69
H 22.13 -35.40 10.40
H 12.40 -52.92 3.26
H 14.21 -43.80 1.52
H 11.88 -51.71 -1.43
H 12.36 -36.56 -4.52
H 15.38 -43.23 3.89
H 20.07 -34.76 9.17
H 14.28 -40.50 2.81
H 24.30 -41.00 8.85
H 11.96 -50.00 -0.92
H 18.74 -39.04 -1.46
*
```

Results
- SMILES = CCCC#N.CCCC#N.CCCC#N.CCCC#N.CCCC#N.CCCC#N.CCCC#N
- orbital gap (eV) = 11.51

=====

#B
Here is 7 unconnected molecules or ions with the total composition C28H49N7 from the OMol25 dataset. Energies are from the ωB97M-V functional and the def2-TZVPD basis.

The geometry in ORCA input format:
```
! RIJCOSX wB97M-V def2-TZVPD def2/J DEFGRID3
* xyz 0 1
N 4.89 -20.65 32.81
N 3.41 -18.15 27.94
N 0.41 -8.97 27.53
N 2.65 -20.40 24.88
N 10.67 -14.07 30.39
N 4.79 -11.37 32.04
N 4.33 -11.18 27.81
C 0.06 -11.96 25.82
C 6.88 -17.59 29.43
C 5.45 -21.09 27.45
C 3.43 -21.22 25.09
C 4.22 -10.04 27.74
C 5.91 -18.21 30.42
C 7.63 -13.41 28.66
C 4.80 -22.34 26.86
C 3.73 -11.36 31.59
C 0.13 -10.07 27.42
C -0.27 -11.48 27.23
C 9.66 -13.58 30.18
C 5.58 -19.96 32.21
C 3.32 -8.87 25.13
C 1.88 -9.95 30.76
C 4.43 -22.26 25.37
C 1.59 -11.96 25.56
C 8.37 -12.94 29.92
C 4.27 -8.18 26.10
C 2.42 -11.36 30.98
C 3.62 -15.82 26.79
C 8.48 -13.37 27.41
C 3.50 -17.14 27.41
C 4.26 -14.77 27.71
C 6.53 -19.10 31.50
C 4.05 -8.59 27.55
C 1.29 -9.30 32.01
C 3.67 -14.68 29.12
H 2.59 -14.55 29.05
H 7.47 -18.28 28.82
H 4.85 -8.15 28.17
H 5.28 -22.18 24.70
H 8.94 -12.39 27.25
H 7.75 -13.15 30.80
H 6.63 -12.97 28.60
H 7.61 -16.93 29.90
H 1.04 -10.01 30.07
H 2.29 -8.78 25.49
H 6.24 -21.39 28.15
H 0.46 -9.92 32.35
H 2.61 -15.48 26.53
H 2.51 -11.92 30.05
H 1.79 -11.34 24.68
H 7.83 -13.57 26.55
H 0.92 -8.30 31.80
H 5.87 -20.46 26.66
H 5.31 -8.43 25.85
H 5.42 -23.24 26.93
H 9.27 -14.11 27.43
H 0.16 -12.13 27.99
H 4.79 -20.46 28.04
H 4.22 -15.85 25.88
H 3.82 -15.64 29.60
H 4.14 -7.10 26.06
H 7.35 -14.46 28.83
H 5.33 -14.96 27.84
H 3.57 -9.93 25.08
H 2.21 -11.66 26.39
H 4.18 -13.82 27.17
H 3.12 -8.30 28.05
H 2.00 -9.17 32.83
H 8.46 -11.86 29.91
H 4.10 -13.82 29.63
H 1.87 -12.95 25.21
H -0.36 -11.28 25.07
H -1.35 -11.46 27.40
H 5.35 -17.42 30.91
H 3.27 -8.49 24.11
H 1.80 -11.91 31.70
H 5.17 -18.79 29.87
H 3.91 -23.19 25.16
H 3.91 -22.59 27.45
H 6.35 -16.97 28.70
H -0.46 -12.89 25.59
H 7.01 -18.49 32.27
H 2.70 -9.34 30.35
H 7.33 -19.73 31.11
*
```

Results
- SMILES = CCCC#N.CCCC#N.CCCC#N.CCCC#N.CCCC#N.CCCC#N.CCCC#N
- orbital gap (eV) = 11.60

=====

Q: Which of them is the least stable? A: #A.

=====

#A
Here is C20H26N4O4S in the gas phase from the OMol25 dataset. Energies are from the ωB97M-V functional and the def2-TZVPD basis.

The geometry in ORCA input format:
```
! RIJCOSX wB97M-V def2-TZVPD def2/J DEFGRID3
* xyz 0 1
S 2.25 -4.37 1.50
O -0.48 -3.65 -1.17
O -1.30 4.96 -2.30
O 2.31 -0.54 1.05
O -1.86 0.86 -2.32
N 1.57 -2.74 3.44
N -0.06 -3.16 1.78
N 1.31 -2.39 -0.55
N -0.81 2.79 -0.50
C 0.10 3.92 -0.61
C -0.32 1.49 -0.62
C -0.84 0.50 -1.47
C -0.87 -2.29 2.36
C -2.19 3.86 -2.25
C 1.28 -4.74 0.00
C 0.58 -3.53 -0.62
C 1.13 -3.32 2.33
C -2.15 3.18 -0.87
C 0.77 -1.09 -0.63
C 0.75 -1.89 4.02
C 3.96 -0.39 2.73
C -0.51 -1.60 3.50
C -3.45 -1.01 -2.13
C 0.01 4.54 -2.01
C 2.86 0.35 1.99
C -2.57 -0.14 -3.03
C 0.74 1.15 0.23
C -0.29 -0.77 -1.46
C 1.29 -0.12 0.24
H 0.64 5.44 -2.07
H 2.08 0.68 2.69
H 3.55 -1.29 3.19
H 1.12 -1.42 4.92
H -0.18 4.67 0.14
H -1.92 3.13 -3.02
H -1.16 -0.88 3.96
H 0.35 3.81 -2.75
H -4.05 -1.67 -2.75
H 4.39 0.24 3.51
H 2.00 -5.16 -0.71
H 0.53 -5.49 0.24
H 3.27 1.23 1.48
H -0.66 -1.54 -2.11
H 1.11 1.89 0.91
H 2.16 -2.41 -0.01
H -2.84 -1.62 -1.47
H -4.10 -0.38 -1.53
H -2.49 3.91 -0.12
H 1.13 3.59 -0.42
H -3.20 0.43 -3.72
H -2.81 2.32 -0.85
H -3.18 4.27 -2.45
H 4.75 -0.68 2.04
H -1.89 -0.76 -3.62
H -1.83 -2.16 1.88
*
```

Results
- SMILES = CCOc1cc(N2CCOCC2)c(OCC)cc1NC(=O)CSc1ncccn1
- orbital gap (eV) = 7.63

=====

#B
Here is C20H26N4O4S in the gas phase from the OMol25 dataset. Energies are from the ωB97M-V functional and the def2-TZVPD basis.

The geometry in ORCA input format:
```
! RIJCOSX wB97M-V def2-TZVPD def2/J DEFGRID3
* xyz 0 1
S 3.18 2.45 -1.49
O -1.58 -2.61 -1.81
O 1.77 0.64 -2.68
O 1.70 2.93 2.33
O -3.88 -0.10 0.99
N 2.79 -0.15 -0.83
N -1.20 -0.66 -0.78
N 4.02 1.21 0.61
N -3.78 -2.10 -0.11
C -3.77 -2.99 2.17
C 1.52 -1.72 -2.17
C -0.01 -0.16 1.30
C 2.00 -0.30 -1.94
C 0.72 0.70 2.09
C 0.65 -2.27 -1.04
C -4.60 -4.33 0.22
C -5.93 -2.36 1.03
C -2.58 -0.24 -1.03
C -0.18 1.52 -0.41
C -0.44 0.22 0.03
C 4.46 2.49 0.71
C -0.81 -1.86 -1.23
C 2.28 2.55 3.56
C 3.34 1.05 -0.47
C 4.12 3.31 -0.32
C 0.52 2.39 0.39
C -4.52 -2.94 0.83
C -3.50 -0.80 0.07
C 1.00 1.99 1.64
H -5.86 -1.36 1.44
H 1.02 -1.95 -0.07
H 0.66 -3.36 -1.08
H -3.31 -2.57 -0.87
H -3.61 -4.73 0.05
H 2.98 1.72 3.43
H 0.72 3.40 0.06
H 5.05 2.77 1.57
H -2.63 0.84 -1.02
H 1.53 2.29 4.30
H 2.41 -2.35 -2.28
H -2.78 -3.40 2.03
H 4.35 4.34 -0.45
H 2.83 3.43 3.90
H 0.97 -1.74 -3.11
H -5.14 -5.01 0.88
H -3.69 -1.98 2.57
H -0.26 -1.14 1.67
H -2.88 -0.63 -2.01
H -4.31 -3.61 2.88
H -0.50 1.83 -1.39
H 1.05 0.37 3.06
H -6.45 -2.32 0.08
H 2.99 -0.93 -0.22
H -6.49 -2.98 1.72
H -5.13 -4.30 -0.73
*
```

Results
- SMILES = COc1ccc(N(CC(=O)NC(C)(C)C)C(=O)CCC(=O)Nc2nccs2)cc1
- orbital gap (eV) = 8.78

=====

Q: Which of them is the least stable? A: #A.

=====

#A
Here is C3H4FN3O in the gas phase from the OMol25 dataset. Energies are from the ωB97M-V functional and the def2-TZVPD basis.

The geometry in ORCA input format:
```
! RIJCOSX wB97M-V def2-TZVPD def2/J DEFGRID3
* xyz 0 1
F -1.46 -1.50 -0.45
O 2.58 -0.59 0.12
N -1.77 0.80 -0.30
N 0.38 1.28 0.30
N -0.79 1.66 0.09
C 1.38 -1.00 0.46
C 0.32 -0.06 -0.01
C -1.00 -0.28 -0.44
H -1.05 2.61 0.38
H 1.98 0.40 0.11
H 1.17 -2.04 0.20
H 1.37 -0.88 1.57
*
```

Results
- SMILES = OCc1n[nH]nc1F
- orbital gap (eV) = 10.52

=====

#B
Here is 2 unconnected molecules or ions with the total composition C3H4FN3O from the OMol25 dataset. Energies are from the ωB97M-V functional and the def2-TZVPD basis.

The geometry in ORCA input format:
```
! RIJCOSX wB97M-V def2-TZVPD def2/J DEFGRID3
* xyz 0 1
F 1.65 -2.58 -0.35
O -0.89 -0.01 1.14
N 2.63 0.12 -2.34
N 0.69 1.77 0.77
N 2.22 -0.74 -1.58
C 1.49 -1.60 -1.20
C -2.30 0.22 1.15
C -0.10 0.95 0.94
H 2.57 1.07 -1.98
H -2.74 -0.70 1.52
H -2.55 1.06 1.81
H -2.66 0.43 0.14
*
```

Results
- orbital gap (alpha / beta) (eV) = 9.03 / 9.04

=====

#C
Here is C3H4FN3O in the gas phase from the OMol25 dataset. Energies are from the ωB97M-V functional and the def2-TZVPD basis.

The geometry in ORCA input format:
```
! RIJCOSX wB97M-V def2-TZVPD def2/J DEFGRID3
* xyz 0 1
F 1.01 -1.86 -0.07
O 2.53 0.27 1.27
N 0.65 1.53 0.78
N -0.47 1.34 0.16
N 1.34 0.40 0.66
C -0.52 0.07 -0.25
C -1.69 -0.51 -0.97
C 0.59 -0.60 0.18
H -2.60 -0.37 -0.34
H -1.56 -1.55 -1.22
H -1.87 0.08 -1.88
H 2.59 1.19 1.67
*
```

Results
- SMILES = Cc1nnn(O)c1F
- orbital gap (eV) = 10.34

=====

#D
Here is 2 unconnected molecules or ions with the total composition C3H4FN3O from the OMol25 dataset. Energies are from the ωB97M-V functional and the def2-TZVPD basis.

The geometry in ORCA input format:
```
! RIJCOSX wB97M-V def2-TZVPD def2/J DEFGRID3
* xyz 0 1
F -2.37 -1.15 -0.73
O -0.58 0.75 0.84
N 0.68 1.11 -1.08
N 1.49 -0.22 0.51
N 1.91 0.70 -1.42
C 2.34 -0.07 -0.45
C -2.79 -0.35 0.23
C 0.38 0.57 0.08
H -3.27 -0.96 0.94
H -2.83 0.68 0.03
H 3.36 -0.45 -0.38
H 1.68 -0.62 1.42
*
```

Results
- orbital gap (alpha / beta) (eV) = 5.75 / 9.92

=====

Q: Which of them is the least stable? A: #B.

=====

#A
Here is C11H18N4O3 in the gas phase from the OMol25 dataset. Energies are from the ωB97M-V functional and the def2-TZVPD basis.

The geometry in ORCA input format:
```
! RIJCOSX wB97M-V def2-TZVPD def2/J DEFGRID3
* xyz 0 1
O -1.75 3.65 -0.43
O 2.33 2.60 -0.47
O -3.35 2.34 0.15
N 0.22 2.14 0.18
N 2.17 0.17 -2.05
N -3.41 -0.35 0.14
N -3.13 -2.38 -0.72
C 1.75 0.28 -0.57
C -3.98 -1.31 -0.57
C -1.39 0.35 1.07
C -1.90 -1.91 -0.20
C 2.18 -0.51 1.91
C 1.50 1.78 -0.19
C -1.04 1.40 -0.01
C 2.60 -0.53 0.39
C -2.07 2.56 -0.02
C 3.05 -1.93 -0.26
C -2.14 -0.68 0.38
H -3.28 -2.82 -1.57
H -0.51 0.04 1.64
H -3.50 1.36 0.23
H 3.64 -2.50 0.49
H -2.06 0.86 1.73
H 2.18 -2.48 -0.44
H 0.24 3.01 0.69
H 1.46 0.29 -2.75
H 2.87 0.88 -2.33
H 0.72 -0.27 -0.67
H 1.35 -1.17 2.27
H 3.58 0.05 0.44
H -0.97 1.10 -1.06
H -5.02 -1.38 -0.88
H 3.57 -1.56 -1.11
H 2.99 -1.06 2.43
H 2.16 0.52 2.23
H -1.03 -2.56 -0.04
*
```

Results
- SMILES = CC(C)[C@H](N)C(=O)N[C@@H](Cc1c[nH]cn1)C(=O)O
- orbital gap (eV) = 9.54

=====

#B
Here is C11H18N4O3 in the gas phase from the OMol25 dataset. Energies are from the ωB97M-V functional and the def2-TZVPD basis.

The geometry in ORCA input format:
```
! RIJCOSX wB97M-V def2-TZVPD def2/J DEFGRID3
* xyz 0 1
O -3.21 1.62 -1.34
O -4.19 -0.16 -0.44
O -1.11 -1.20 2.90
N -0.59 1.46 -2.02
N 0.82 1.20 -3.75
N 0.18 1.30 1.61
N -1.78 -0.96 0.73
C -3.18 0.45 -0.75
C 1.62 -0.59 2.30
C -0.81 -0.75 1.77
C -1.26 -0.82 -1.69
C 0.24 -0.05 -3.46
C 0.32 2.06 -2.77
C 2.85 0.08 1.76
C -1.80 -0.01 -0.33
C -0.59 0.17 -2.41
C 0.44 -0.08 1.44
C 1.70 -2.12 2.43
H 0.78 -0.08 0.43
H -2.35 1.88 -1.68
H 0.95 -2.61 3.00
H 2.70 1.18 1.56
H 1.85 -2.68 1.49
H 1.44 -0.12 3.24
H 1.56 1.34 -4.46
H 3.19 -0.45 0.89
H -2.88 -1.19 0.92
H -0.65 -1.65 -1.33
H -2.17 -1.16 -2.42
H 0.69 3.03 -2.65
H 3.66 0.17 2.55
H 2.69 -2.43 2.92
H -1.13 0.75 -0.13
H -0.62 1.85 1.22
H 0.63 -0.92 -4.12
H 0.01 1.49 2.56
*
```

Results
- SMILES = CC(C)[C@H](N)C(=O)N[C@@H](Cc1c[nH]cn1)C(=O)O
- orbital gap (eV) = 9.26

=====

Q: Which of them is the least stable? A: #B.

=====

#A
Here is a molecular structure, C2H4AgLiO from the OMol25 dataset. Energies are from the ωB97M-V functional and the def2-TZVPD basis.

The geometry in ORCA input format:
```
! RIJCOSX wB97M-V def2-TZVPD def2/J DEFGRID3
* xyz 0 1
Ag 3.61 -1.08 0.02
O 1.69 -0.05 -0.28
C -0.52 -0.51 -0.22
C -1.31 0.57 0.20
Li 0.94 1.35 0.42
H -0.48 -0.70 -1.30
H -1.79 1.19 -0.57
H -1.76 0.53 1.20
H -0.37 -1.31 0.52
*
```

Results
- orbital gap (alpha / beta) (eV) = 6.30 / 6.30

=====

#B
Here is a molecular structure, C2H4AgLiO from the OMol25 dataset. Energies are from the ωB97M-V functional and the def2-TZVPD basis.

The geometry in ORCA input format:
```
! RIJCOSX wB97M-V def2-TZVPD def2/J DEFGRID3
* xyz 0 1
Ag 3.67 -1.13 0.43
O 2.21 0.20 -0.44
C -0.76 -0.55 -0.29
C -1.45 0.49 0.23
Li 0.98 1.20 0.20
H -1.68 0.54 1.30
H -1.91 1.24 -0.43
H -0.40 -1.35 0.37
H -0.66 -0.66 -1.37
*
```

Results
- orbital gap (alpha / beta) (eV) = 6.57 / 6.57

=====

Q: Which of them is the least stable? A: #A.

=====

#A
Here is 2 unconnected molecules or ions with the total composition C2H10NSi from the OMol25 dataset. Energies are from the ωB97M-V functional and the def2-TZVPD basis.

The geometry in ORCA input format:
```
! RIJCOSX wB97M-V def2-TZVPD def2/J DEFGRID3
* xyz 1 1
Si 1.58 0.53 -0.55
N -2.75 0.41 0.09
C -1.40 -0.12 0.58
C 2.83 -0.51 0.34
H -1.69 -0.90 1.30
H -2.81 1.44 -0.19
H -2.98 -0.06 -0.80
H 2.63 -0.51 1.51
H 3.83 0.06 0.35
H -3.52 0.27 0.74
H -0.98 0.66 1.24
H 1.66 1.94 -0.13
H 0.80 -0.12 -1.56
H 3.17 -1.57 0.33
*
```

Results
- orbital gap (eV) = 6.87

=====

#B
Here is 2 unconnected molecules or ions with the total composition C2H10NSi from the OMol25 dataset. Energies are from the ωB97M-V functional and the def2-TZVPD basis.

The geometry in ORCA input format:
```
! RIJCOSX wB97M-V def2-TZVPD def2/J DEFGRID3
* xyz 1 1
Si -1.37 -1.15 -0.02
N 1.90 -0.67 0.13
C -0.58 0.46 -0.52
C -0.42 1.71 0.15
H -0.42 1.75 1.26
H -0.76 -2.01 1.11
H 2.27 -1.21 -0.69
H 0.31 2.48 -0.06
H -0.40 0.35 -1.59
H -2.63 -0.56 0.53
H -1.87 -2.03 -1.29
H 2.31 0.29 -0.10
H 2.44 -1.06 0.95
H -1.37 1.97 -0.34
*
```

Results
- orbital gap (eV) = 8.60

=====

Q: Which of them is the least stable? A: #A.